No. 1
The following is a DFT calculation (ωB97M-V/def2-TZVPD) of C43H48BF2MoN4O2S as an isolated structure in a non-equilibrium geometry.

Structure (XYZ):
```
102
Properties=species:S:1:pos:R:3:forces:R:3:lowdin_charge:R:1
Mo 0.6825 -0.9430 -0.1983 -0.61 1.56 1.53 1.71
C -0.1259 -4.7316 0.7820 0.07 -0.06 0.15 -0.02
C -0.5903 -3.6783 1.7937 -0.04 -0.03 -0.46 -0.33
C 0.4196 -2.6275 2.2207 0.00 -0.84 0.32 0.00
C -1.8935 -3.0785 1.3197 0.10 -0.10 0.18 -0.13
C -3.0415 -3.4843 1.9884 0.07 0.13 -0.15 0.01
C -4.2979 -3.1020 1.5562 0.10 0.10 -0.06 0.00
C -4.4067 -2.2649 0.4624 0.17 -0.01 -0.03 0.00
C -3.2894 -1.8316 -0.2442 0.15 0.02 -0.12 -0.16
C -3.5217 -0.9579 -1.4568 -0.16 0.04 -0.10 -0.37
C -4.3694 0.2741 -1.1164 0.24 -0.03 -0.02 -0.04
C -4.2498 -1.7518 -2.5463 0.29 -0.10 -0.14 -0.02
C -2.0079 -2.2674 0.1717 -0.71 -0.35 0.90 -0.19
N -0.8853 -1.9879 -0.6851 0.14 0.24 0.40 -0.07
C -1.0560 -2.5255 -1.9644 -0.09 -0.77 -1.79 -0.41
O -1.8617 -3.3591 -2.2747 0.86 0.43 0.40 0.20
C -0.0373 -1.9480 -2.8972 -0.35 -0.18 -0.46 -0.13
C 0.0763 -2.2145 -4.2555 -0.01 0.13 0.50 0.10
C 1.1058 -1.5939 -4.9623 0.03 -0.04 0.23 0.06
C 1.9900 -0.7502 -4.2936 -0.12 0.12 0.41 0.10
C 1.8032 -0.5416 -2.9339 0.27 0.17 -0.42 -0.14
N 0.7997 -1.1190 -2.2626 -0.04 -0.03 -0.97 -0.03
C 2.6904 0.2492 -2.0219 0.53 -0.11 -1.67 -0.40
O 3.6942 0.8097 -2.3638 -0.58 -0.57 0.18 0.20
N 2.1901 0.1854 -0.7251 0.13 -0.23 0.15 -0.08
C 2.9616 0.9821 0.1881 0.41 0.47 0.79 -0.14
C 3.0426 2.3773 -0.0471 -0.24 0.03 -0.02 -0.12
C 3.9830 3.1239 0.6509 -0.27 -0.12 -0.20 0.01
C 4.8473 2.5458 1.5595 -0.05 -0.22 -0.03 0.02
C 4.7975 1.1778 1.7580 -0.15 0.02 -0.09 0.01
C 3.8631 0.3875 1.1010 -0.15 -0.30 0.03 -0.12
C 3.9527 -1.0999 1.3061 0.10 0.01 0.02 -0.38
C 3.8757 -1.5159 2.7741 -0.13 0.01 -0.19 -0.03
C 5.1950 -1.6519 0.6127 -0.27 -0.13 -0.12 -0.01
C 2.1822 3.0925 -1.0596 -0.02 0.15 -0.09 -0.37
C 3.0483 3.7308 -2.1519 -0.07 -0.23 -0.05 -0.02
C 1.3265 4.1514 -0.3580 0.00 -0.27 -0.12 -0.03
H 0.7797 -5.2337 1.1083 0.07 -0.01 0.03 0.10
H 0.0439 -4.3156 -0.2105 -0.01 -0.07 -0.01 0.06
H -0.9021 -5.4859 0.6881 -0.10 -0.04 -0.05 0.11
H -0.8046 -4.2325 2.7179 0.05 0.22 -0.04 0.16
H 0.5973 -1.8441 1.3885 0.28 -0.52 1.08 -0.01
H 1.3798 -3.0869 2.4501 0.13 0.29 -0.20 0.10
H 0.0613 -2.0817 3.0971 0.06 0.40 -0.37 0.12
H -2.9494 -4.1553 2.8288 0.05 -0.03 0.11 0.13
H -5.1791 -3.4660 2.0610 -0.11 0.00 0.05 0.13
H -5.3858 -1.9736 0.1197 -0.13 0.09 -0.05 0.13
H -2.5520 -0.6033 -1.8490 -0.18 -0.02 0.05 0.11
H -5.3985 -0.0088 -0.9196 -0.11 -0.01 0.08 0.10
H -4.3780 0.9571 -1.9619 -0.01 0.12 -0.06 0.10
H -3.9899 0.8088 -0.2435 -0.20 0.07 0.00 0.04
H -5.2131 -2.0958 -2.1844 -0.16 0.00 0.04 0.10
H -3.6790 -2.6306 -2.8447 -0.28 0.14 -0.09 0.07
H -4.4197 -1.1214 -3.4136 -0.06 0.07 -0.14 0.10
H -0.6160 -2.8937 -4.7337 -0.05 -0.04 0.06 0.15
H 1.2347 -1.7908 -6.0172 -0.02 0.02 -0.06 0.15
H 2.8114 -0.2681 -4.8057 0.06 0.04 0.07 0.15
H 4.0678 4.1784 0.4442 -0.05 0.14 0.01 0.13
H 5.5663 3.1515 2.0914 0.06 0.01 0.01 0.13
H 5.5215 0.7122 2.4083 -0.01 -0.08 0.13 0.13
H 3.0552 -1.5341 0.8047 0.05 0.13 0.24 0.06
H 4.8029 -1.2678 3.2850 0.03 0.07 0.07 0.10
H 3.7487 -2.5925 2.8583 0.02 -0.13 0.01 0.09
H 3.0537 -1.0148 3.2848 -0.02 0.01 0.10 0.09
H 6.0970 -1.2440 1.0628 0.04 0.03 0.07 0.10
H 5.1977 -1.3879 -0.4435 0.08 0.01 -0.08 0.09
H 5.2279 -2.7348 0.7024 0.08 -0.13 0.01 0.10
H 1.4991 2.3742 -1.5326 0.11 0.12 0.09 0.09
H 3.6900 4.4999 -1.7327 0.06 0.13 0.00 0.09
H 2.4190 4.1898 -2.9107 -0.07 0.12 -0.04 0.09
H 3.6809 2.9869 -2.6355 0.01 0.18 0.02 0.07
H 1.9559 4.8734 0.1511 0.02 0.13 0.08 0.09
H 0.6671 3.6842 0.3722 -0.07 0.04 0.16 0.07
H 0.7141 4.6805 -1.0807 -0.05 0.11 -0.08 0.08
F 2.4080 -3.6474 0.2956 -0.53 0.22 0.45 0.23
B 2.1523 -2.6073 -0.4652 1.57 -1.23 0.03 -0.68
F 2.8915 -2.6054 -1.5630 -0.24 0.44 -0.21 0.25
N -0.0998 0.3481 1.1028 -0.11 0.05 -0.53 -0.35
S -1.6924 0.7708 0.7038 -0.06 1.28 0.59 1.16
C -2.3010 1.3694 2.2700 -0.06 -0.34 -0.33 -0.40
C -1.7644 2.4928 2.8887 0.15 0.02 0.05 -0.08
C -2.2826 2.8739 4.1148 0.16 0.05 -0.12 -0.02
C -3.3075 2.1438 4.7020 -0.09 -0.11 -0.10 -0.01
C -3.8263 1.0218 4.0706 0.02 0.07 0.03 -0.02
C -3.3245 0.6265 2.8426 0.03 -0.13 -0.11 -0.05
C -1.6506 2.2298 -0.3553 0.01 -0.25 -0.03 -0.39
C -1.0427 2.0317 -1.5878 0.11 -0.27 0.06 -0.13
C -1.1056 3.0181 -2.5555 -0.02 -0.05 0.10 -0.05
C -1.8182 4.1826 -2.2957 -0.01 -0.04 0.01 -0.02
C -2.4575 4.3576 -1.0780 0.01 -0.10 -0.04 -0.01
C -2.3847 3.3796 -0.0970 0.04 -0.09 0.15 -0.05
H 0.1576 0.7400 2.0137 0.18 -0.41 -0.17 0.08
H -0.9685 3.0605 2.4282 0.07 0.10 -0.04 0.12
H -1.8879 3.7489 4.6076 0.04 0.07 0.05 0.13
H -3.7086 2.4576 5.6524 -0.04 0.02 0.12 0.13
H -4.6221 0.4579 4.5286 -0.11 -0.06 0.06 0.13
H -3.7117 -0.2419 2.3302 -0.10 -0.13 -0.02 0.10
H -0.5166 1.0929 -1.7756 -0.10 0.21 -0.14 0.07
H -0.6132 2.8835 -3.5065 0.03 -0.03 -0.09 0.13
H -1.8844 4.9496 -3.0513 -0.01 0.08 -0.08 0.13
H -3.0356 5.2484 -0.8897 -0.02 0.11 0.02 0.13
H -2.9018 3.5217 0.8371 -0.09 -0.01 0.10 0.12
```
Positions in Å, forces in eV/Å.

Calculated values
Total charge: +3
LUMO level (eV): -11.37
Total energy (eV): -74203.3803

---

No. 2
The following is a DFT calculation (ωB97M-V/def2-TZVPD) of C38H37FN6O10S3V as an isolated structure in a non-equilibrium geometry.

Structure (XYZ):
```
96
Properties=species:S:1:pos:R:3:forces:R:3:lowdin_charge:R:1
V 0.6155 1.6464 1.5827 -1.86 2.09 1.68 1.10
C -1.4999 5.5258 3.9025 -0.16 0.52 0.25 -0.01
O -1.1274 4.3048 3.2641 0.33 -0.41 -0.68 0.05
C -0.5212 4.2784 2.0972 -0.26 1.27 0.27 -0.47
O -0.3874 3.1915 1.5216 -0.79 0.45 -0.28 -0.01
N -0.1185 5.4120 1.4909 0.06 -0.11 0.35 0.05
N 0.6171 5.2785 0.3084 0.08 0.18 -0.21 0.08
H -2.0886 5.2357 4.7706 0.12 -0.01 -0.11 0.11
H -2.1203 6.1391 3.2475 0.00 -0.07 -0.06 0.11
H -0.6283 6.0919 4.2347 0.07 -0.12 -0.04 0.11
H -0.2052 6.3184 1.9442 0.05 -0.37 -0.04 0.16
H 1.6121 5.4189 0.4708 -0.25 0.09 0.09 0.11
H 0.2784 5.9210 -0.4038 0.02 -0.14 0.27 0.11
C -4.7719 -3.8682 0.9743 0.17 -0.11 -0.07 -0.05
C -3.2667 -4.0909 0.8541 -0.61 -0.36 0.08 -0.18
N -2.5694 -2.8329 0.6257 0.27 0.11 0.31 -0.02
C -2.0594 -2.1927 1.6882 0.15 0.28 0.00 0.06
C -1.4335 -0.9763 1.6343 0.31 0.54 0.04 -0.01
C -0.8463 -0.4009 2.8997 -1.56 -2.30 -0.01 -0.50
O -1.0238 -0.9310 3.9687 0.29 0.49 -0.37 0.15
O -0.1476 0.6806 2.7127 -1.15 -1.42 3.24 -0.11
C -1.3195 -0.2889 0.3826 -0.47 -1.12 0.25 -0.26
O -0.8139 0.8349 0.2141 0.43 0.66 0.36 0.00
C -1.8523 -1.0103 -0.7619 -0.20 -0.03 0.03 -0.05
C -1.6982 -0.4467 -2.0291 -0.20 -0.22 -0.16 0.10
C -2.1668 -1.0921 -3.1372 0.16 0.13 0.30 -0.17
F -1.8955 -0.5368 -4.3374 -0.05 -0.08 -0.05 0.07
C -2.8817 -2.3046 -3.0506 0.30 0.27 0.56 -0.12
C -3.0200 -2.8578 -1.7774 0.06 -0.12 -0.04 0.06
C -2.4859 -2.2598 -0.6288 0.22 0.69 -0.47 -0.11
N -3.4531 -2.9279 -4.1563 -0.18 -0.16 -0.35 -0.08
C -3.4992 -2.2959 -5.4617 -0.18 0.02 -0.09 -0.13
C -4.6840 -2.8160 -6.2791 0.19 0.93 0.03 -0.08
N -4.6663 -4.3002 -6.3398 -0.10 -0.26 -0.44 0.06
C -4.6777 -4.8506 -4.9620 0.30 -0.47 0.87 -0.09
C -3.4047 -4.3692 -4.2712 -0.22 0.05 0.06 -0.12
H -5.2755 -4.8173 1.1362 -0.06 -0.07 0.01 0.09
H -5.1729 -3.4100 0.0731 -0.08 0.04 -0.07 0.07
H -4.9964 -3.2153 1.8142 -0.01 0.04 0.07 0.09
H -3.0319 -4.7862 0.0471 0.09 0.04 0.06 0.12
H -2.8867 -4.5321 1.7765 0.10 0.09 -0.12 0.13
H -2.1592 -2.6828 2.6500 0.03 -0.02 -0.04 0.16
H -1.1736 0.4918 -2.1322 0.10 0.08 -0.04 0.13
H -3.5640 -3.7792 -1.6675 -0.14 -0.05 -0.01 0.10
H -2.5679 -2.4635 -6.0233 -0.02 0.06 0.00 0.14
H -3.6424 -1.2218 -5.3597 0.03 -0.15 -0.09 0.14
H -4.6216 -2.4047 -7.2880 -0.07 -0.19 0.02 0.15
H -5.6303 -2.5085 -5.8320 0.04 -0.16 -0.01 0.15
H -3.8017 -4.6041 -6.8089 -0.26 -0.02 0.00 0.19
H -5.4577 -4.6541 -6.8894 0.18 0.07 0.07 0.20
H -4.7220 -5.9396 -4.9856 -0.01 0.06 -0.23 0.15
H -5.5576 -4.4630 -4.4413 0.08 -0.05 -0.20 0.15
H -2.5267 -4.6907 -4.8573 0.00 -0.03 0.05 0.15
H -3.3182 -4.8238 -3.2879 -0.07 -0.10 -0.16 0.12
O 3.2282 0.9830 2.2685 0.04 0.18 0.42 -0.02
C 2.8288 1.8322 3.0597 1.53 -0.69 0.20 -0.53
O 1.7444 2.4937 2.8706 -1.00 0.77 0.07 -0.07
C 3.6299 2.1006 4.2903 0.10 0.02 0.13 -0.11
C 3.0410 2.3895 5.5189 0.16 -0.03 -0.24 0.01
C 3.8328 2.4724 6.6520 0.24 0.04 0.26 0.02
C 5.2057 2.2896 6.5393 -0.64 -0.10 -1.00 -0.13
C 5.8056 2.0238 5.3143 0.08 0.08 0.27 0.03
C 5.0084 1.9212 4.1927 -0.20 0.01 0.06 0.01
N 6.0369 2.3447 7.7324 0.00 0.03 0.12 -0.36
O 7.2227 2.1593 7.5897 0.33 -0.02 0.10 0.10
O 5.4740 2.5669 8.7791 -0.01 0.07 0.41 0.10
H 1.9699 2.5035 5.5937 -0.07 0.04 -0.01 0.12
H 3.4110 2.6650 7.6286 -0.01 -0.01 -0.05 0.12
H 6.8760 1.8886 5.2642 -0.01 0.00 0.00 0.13
H 5.4304 1.6798 3.2298 0.09 -0.04 -0.06 0.12
O 1.5996 1.5265 0.3639 3.22 1.01 -4.10 -0.21
C 2.1695 0.7175 -0.5965 0.97 -1.35 -1.45 -0.50
C 1.8278 -0.7172 -0.2294 0.03 -0.12 -0.01 -0.43
C 1.2948 -1.7201 -0.9884 0.22 0.35 0.08 -0.13
C 1.0583 -2.8998 -0.2510 0.04 -0.17 0.26 -0.17
C 1.4042 -2.7705 1.0546 0.07 0.25 0.00 -0.35
S 2.0603 -1.2226 1.4127 -0.12 -0.90 -0.38 1.16
C 3.6637 0.9804 -0.6270 0.10 0.01 0.14 -0.49
C 4.2270 2.2218 -0.5955 -0.29 -0.40 -0.04 -0.10
C 5.6336 2.1754 -0.6618 0.15 -0.05 -0.01 -0.16
C 6.1068 0.9050 -0.7506 -0.12 -0.25 -0.01 -0.38
S 4.8490 -0.2640 -0.7476 -0.14 0.53 0.11 1.08
C 1.6037 1.1290 -1.9400 -0.18 -0.01 -0.06 -0.44
C 0.8152 2.2152 -2.1800 0.21 -0.22 0.27 -0.11
C 0.5302 2.3833 -3.5564 -0.02 -0.02 -0.20 -0.17
C 1.1120 1.4307 -4.3278 0.12 -0.18 0.09 -0.39
S 2.0304 0.3110 -3.4011 -0.20 0.53 0.08 1.09
H 1.0806 -1.6482 -2.0380 -0.05 0.14 -0.14 0.07
H 0.6608 -3.7980 -0.6873 -0.06 -0.24 -0.05 0.11
H 1.3474 -3.5114 1.8266 -0.01 -0.19 0.22 0.08
H 3.6421 3.1224 -0.5181 -0.06 0.16 -0.01 0.12
H 6.2595 3.0481 -0.6539 0.19 0.14 0.02 0.11
H 7.1280 0.5826 -0.8120 0.19 -0.05 -0.05 0.07
H 0.4712 2.8752 -1.3968 -0.04 0.01 0.00 0.11
H -0.0759 3.1817 -3.9473 -0.08 0.11 -0.11 0.11
H 1.0681 1.3131 -5.3923 -0.03 0.02 -0.23 0.07
```
Positions in Å, forces in eV/Å.

Calculated values
⟨S²⟩: 0.755
Total charge: +2
Energy relative to the best compared isomer or geometry (same formula, charge and spin) (kcal per mole): 37.9
Spin multiplicity: 2
LUMO level (alpha / beta) (eV): -4.85 / -4.85
Total energy (eV): -130318.5204

---

No. 3
The following is a DFT calculation (ωB97M-V/def2-TZVPD) of a 2-piece molecular cluster, C2HNO overall in a non-equilibrium geometry.

Structure (XYZ):
```
5
Properties=species:S:1:pos:R:3:forces:R:3:lowdin_charge:R:1
C 0.8033 0.0377 0.4219 -0.23 0.09 -0.05 -0.11
C -2.3703 -0.3792 0.4171 -0.22 -1.73 2.23 0.02
N 1.3786 0.3579 -0.5202 -0.17 -0.21 0.52 0.06
O -2.3484 0.3198 -0.5158 0.11 1.70 -2.21 -0.01
H 0.1768 -0.2348 1.2666 0.52 0.15 -0.48 0.04
```
Positions in Å, forces in eV/Å.

Calculated values
⟨S²⟩: 2.011
Energy relative to the best compared isomer or geometry (same formula, charge and spin) (kcal per mole): 45.9
Spin multiplicity: 3
LUMO level (alpha / beta) (eV): 0.12 / -5.04
Total energy (eV): -5620.2915